1.
{
  "formula": "C6H17NOSSi",
  "method": "ωB97M-V with the def2-TZVPD basis set",
  "elements": ["C", "C", "C", "C", "C", "C", "N", "O", "Si", "S", "H", "H", "H", "H", "H", "H", "H", "H", "H", "H", "H", "H", "H", "H", "H", "H", "H"],
  "xyz": [[-1.71249, -1.86750, -0.01794], [-1.98293, -0.34085, 2.00135], [-2.24813, 0.53725, -0.32864], [0.59898, -0.08910, -1.69000], [1.68773, -0.54999, 1.25117], [-1.47448, -0.45971, 0.46160], [4.73671, 1.99736, -1.36385], [0.17012, 1.81172, 0.29875], [0.22213, 0.23542, 0.13678], [5.59342, 1.00192, -2.16705], [-2.51978, -2.30301, 0.47400], [-2.12573, -1.84059, -1.08843], [-0.80570, -2.41575, 0.03198], [-1.17568, -0.58610, 2.71355], [-2.77030, -1.20421, 2.05209], [-2.44367, 0.63847, 2.26828], [-2.21665, 1.64007, -0.06496], [-1.99925, 0.51473, -1.41183], [-3.19987, 0.25086, -0.11324], [1.59215, -0.01902, -1.96547], [0.22645, -1.05424, -1.93967], [-0.06004, 0.66115, -2.21418], [2.46759, 0.28525, 1.35056], [1.46958, -0.77027, 2.30493], [2.26148, -1.26151, 0.58552], [4.81355, 2.98805, -1.34876], [0.89480, 2.19960, -0.21652]],
  "mulliken_charge": [-1.889, -1.320, -2.217, -1.314, -1.108, 1.942, -0.282, -0.603, 0.582, 0.037, 0.536, 0.340, 0.366, 0.312, 0.317, 0.311, 0.298, 0.402, 0.652, 0.476, 0.393, 0.277, 0.296, 0.329, 0.309, 0.251, 0.304],
  "homo_ev": [-8.74, -8.74],
  "smiles": "CC(C)(C)[Si](C)(C)O.N=S",
  "gap_ev": [7.5, 7.5],
  "max_force_ev_per_a": 4.5
}


2.
{
  "formula": "C6H17O3P",
  "method": "ωB97M-V with the def2-TZVPD basis set",
  "elements": ["C", "C", "O", "O", "C", "C", "C", "P", "H", "H", "H", "H", "H", "H", "H", "H", "H", "H", "H", "H", "H", "C", "O", "H", "H", "H", "H"],
  "xyz": [[-2.51952, 0.93140, -0.08872], [-1.90497, -0.50280, 0.51216], [-2.65256, -1.61443, 0.41401], [-0.53953, -0.42969, 1.06695], [0.36329, -1.41241, 0.44529], [0.57317, -1.23953, -1.17094], [1.70120, -0.13614, -1.61398], [1.43760, 0.17582, -3.50539], [-3.07252, 0.78600, -1.11746], [-1.60782, 1.66932, -0.30587], [-3.17191, 1.43394, 0.74295], [0.06715, -2.52849, 0.74860], [1.43802, -1.24897, 0.93826], [-0.39901, -1.00882, -1.78024], [0.96426, -2.29349, -1.57210], [1.66532, 0.87780, -1.03140], [2.75348, -0.65803, -1.51604], [0.51060, 1.24927, -3.13946], [0.87005, -1.15156, -3.57437], [2.84312, 0.37551, -3.75054], [1.11785, 0.39902, -4.89880], [0.10943, 1.23262, 4.30265], [-0.97189, 0.52548, 3.72400], [-0.13696, 1.47186, 5.33976], [1.00762, 0.61073, 4.27805], [0.27904, 2.15858, 3.74780], [-0.72451, 0.32702, 2.80485]],
  "mulliken_charge": [-0.814, 0.525, -0.539, -0.391, -0.585, -0.602, -0.762, 0.054, 0.302, 0.237, 0.311, 0.327, 0.285, 0.389, 0.240, 0.304, 0.383, 0.031, 0.061, 0.049, 0.048, -0.539, -0.492, 0.227, 0.246, 0.237, 0.470],
  "homo_ev": -8.60,
  "smiles": "CC(=O)OCCC[PH4].CO",
  "gap_ev": 9.1,
  "max_force_ev_per_a": 8.9
}


3.
{
  "formula": "C6H17PSi",
  "method": "ωB97M-V with the def2-TZVPD basis set",
  "elements": ["C", "C", "C", "C", "C", "C", "Si", "P", "H", "H", "H", "H", "H", "H", "H", "H", "H", "H", "H", "H", "H", "H", "H", "H", "H"],
  "xyz": [[2.51438, 0.59551, 0.13387], [0.62541, 1.23076, 1.72785], [0.60374, -1.05970, 0.76197], [0.69463, 0.53349, -2.72141], [-2.02835, 0.59214, -0.37476], [0.98816, 0.37983, 0.49750], [-0.24631, 0.76030, -0.98891], [-2.93702, -2.73704, 1.21410], [3.09854, 0.78909, 0.93689], [2.94325, -0.31816, -0.24659], [2.49157, 1.42519, -0.64907], [-0.46479, 1.24712, 1.75467], [0.92838, 2.31500, 1.81914], [1.09248, 0.70157, 2.63118], [-0.46484, -1.09329, 1.13520], [0.74061, -1.70013, -0.14469], [1.25579, -1.46076, 1.58659], [0.75430, 1.56736, -3.18914], [1.74119, 0.08094, -2.60145], [0.07223, 0.00336, -3.51876], [-2.14142, 1.42111, 0.38248], [-2.96862, 0.66589, -1.04952], [-2.22848, -0.31564, 0.12026], [-2.93619, -2.10618, -0.12183], [-4.12866, -3.51776, 0.90444]],
  "mulliken_charge": [-1.779, -1.458, -1.638, -0.950, -0.612, 1.583, 0.134, -0.055, 0.539, 0.369, 0.302, 0.372, 0.297, 0.348, 0.190, 0.406, 0.446, 0.280, 0.287, 0.335, 0.307, 0.363, -0.211, 0.084, 0.063],
  "e_above_lowest_kj_mol": 365.0,
  "homo_ev": [-9.13, -5.98],
  "gap_ev": [9.6, 4.5],
  "max_force_ev_per_a": 4.9
}


4.
{
  "formula": "C6H18Cl3KNO9P2Si2",
  "method": "ωB97M-V with the def2-TZVPD basis set",
  "elements": ["O", "P", "O", "O", "P", "Si", "O", "Si", "Cl", "H", "H", "H", "H", "H", "H", "H", "K", "C", "Cl", "Cl", "H", "H", "C", "C", "C", "O", "C", "O", "O", "H", "H", "H", "H", "H", "H", "C", "N", "O", "O", "H", "H", "H"],
  "xyz": [[2.52841, -2.60525, -1.10754], [1.23424, -2.00757, -1.43154], [0.59566, -2.38257, -2.83225], [0.06096, -2.48294, -0.41636], [1.23236, 0.14071, -1.16888], [3.46350, 0.47133, -0.91912], [3.78189, 1.97073, -1.50470], [4.79636, 2.25029, -2.77413], [3.93141, 1.45609, -4.43910], [1.29629, -2.62162, -3.46029], [0.23632, -1.98862, 0.39320], [0.90346, 0.58847, -2.45552], [3.74091, 0.38275, 0.52206], [4.24244, -0.55684, -1.62257], [4.94337, 3.69803, -2.93280], [6.07860, 1.57883, -2.53633], [-1.58232, -1.74785, 0.70822], [-6.23917, -1.36691, -0.20971], [-5.32049, -0.01234, -0.88229], [-5.22376, -2.40445, 0.80859], [-7.03979, -0.97312, 0.40292], [-6.62354, -1.96462, -1.02605], [2.53460, 0.53437, 6.10068], [2.44257, -0.50081, 5.01745], [3.34584, -0.30190, 3.81485], [2.58620, -0.95647, 2.76870], [1.30617, -0.88285, 3.11276], [0.39655, -1.16037, 2.36454], [1.13531, -0.47381, 4.35926], [2.42112, 1.53805, 5.69101], [1.75336, 0.38242, 6.84266], [3.50229, 0.46013, 6.59544], [2.56680, -1.50614, 5.42488], [4.32655, -0.75623, 3.90329], [3.44477, 0.75113, 3.54685], [-5.79990, 1.54129, -3.94643], [-6.52532, 2.39912, -4.92676], [-7.73093, 2.29949, -4.97657], [-5.84545, 3.13784, -5.60464], [-6.52868, 0.94118, -3.41825], [-5.10549, 0.92647, -4.51062], [-5.26347, 2.20455, -3.27490]],
  "mulliken_charge": [-0.622, 0.974, -0.489, -0.739, -0.244, 0.498, -0.115, 0.455, -0.226, 0.365, 0.548, 0.132, -0.169, -0.074, -0.122, -0.098, 1.122, -0.254, -0.143, -0.169, 0.310, 0.288, -1.459, 0.445, -0.520, -0.217, 0.372, -0.578, -0.337, 0.355, 0.368, 0.389, 0.286, 0.346, 0.326, -0.772, 0.875, -0.513, -0.519, 0.326, 0.306, 0.293],
  "e_above_lowest_kj_mol": 0.0,
  "homo_ev": -12.35,
  "total_charge": 1,
  "gap_ev": 9.6,
  "max_force_ev_per_a": 5.3
}


5.
{
  "formula": "C6H18ClO7S3",
  "method": "ωB97M-V with the def2-TZVPD basis set",
  "elements": ["Cl", "O", "O", "O", "O", "C", "S", "O", "C", "H", "H", "H", "H", "H", "H", "C", "S", "O", "C", "H", "H", "H", "H", "H", "H", "C", "S", "O", "C", "H", "H", "H", "H", "H", "H"],
  "xyz": [[10.68262, -26.33747, -7.38003], [10.17318, -26.75166, -6.14951], [11.92326, -27.00360, -7.59063], [9.71033, -26.63082, -8.37560], [10.91154, -24.91334, -7.42845], [14.23979, -25.97058, -12.62083], [14.26888, -27.79414, -13.04782], [14.06033, -27.91715, -14.53335], [16.03177, -28.09424, -12.68869], [14.48433, -25.78744, -11.57452], [13.24217, -25.54180, -12.71574], [14.83456, -25.34828, -13.28949], [16.12256, -27.94817, -11.61235], [16.81389, -27.55392, -13.22201], [16.25499, -29.13300, -12.93212], [15.14026, -32.98543, -7.73611], [16.59192, -33.70803, -6.88263], [15.84495, -34.61404, -5.88174], [17.17012, -34.87519, -8.19983], [14.72095, -33.73575, -8.40642], [15.49668, -32.08341, -8.23354], [14.47297, -32.63421, -6.94906], [17.52766, -34.17674, -8.95642], [16.36503, -35.53083, -8.53160], [18.12811, -35.34470, -7.97638], [7.15661, -22.00531, -2.51501], [6.83318, -23.27241, -1.16894], [7.98028, -23.42188, -0.11197], [5.32555, -22.62506, -0.51337], [7.05596, -20.98027, -2.15822], [6.38653, -22.00228, -3.28641], [8.14061, -22.15713, -2.95860], [4.48535, -22.32205, -1.13814], [5.38996, -21.85454, 0.25491], [4.84264, -23.52066, -0.12248]],
  "mulliken_charge": [1.633, -0.637, -0.656, -0.663, -0.678, -0.945, 0.531, -0.628, -0.902, 0.350, 0.324, 0.319, 0.331, 0.321, 0.300, -0.819, 0.468, -0.628, -0.885, 0.274, 0.323, 0.321, 0.321, 0.284, 0.341, -0.929, 0.480, -0.602, -0.936, 0.318, 0.341, 0.319, 0.373, 0.322, 0.315],
  "e_above_lowest_kj_mol": 178.4,
  "homo_ev": -5.51,
  "total_charge": -1,
  "gap_ev": 7.5,
  "max_force_ev_per_a": 3.7
}


6.
{
  "formula": "C6H18F4K3N2O16P2S4",
  "method": "ωB97M-V with the def2-TZVPD basis set",
  "elements": ["K", "K", "K", "N", "S", "O", "O", "F", "S", "O", "O", "F", "N", "S", "O", "O", "F", "S", "O", "O", "F", "C", "O", "P", "O", "O", "C", "O", "C", "H", "H", "H", "H", "H", "H", "H", "H", "H", "C", "O", "P", "O", "O", "C", "O", "C", "H", "H", "H", "H", "H", "H", "H", "H", "H"],
  "xyz": [[-11.43902, -2.87154, 13.73113], [-7.90866, -5.98312, 9.62444], [-15.57659, -0.48540, 7.44101], [-15.93392, 3.52639, 4.03386], [-14.68189, 4.58683, 3.98762], [-14.93176, 5.99663, 3.65189], [-13.33214, 4.03791, 3.72212], [-14.62321, 4.63577, 5.57911], [-16.20716, 3.75798, 2.59020], [-15.16614, 3.60304, 1.59889], [-17.37131, 4.51375, 2.28331], [-16.98662, 2.36615, 2.42027], [-8.32374, -0.69156, 10.31387], [-8.80131, 0.33501, 9.01887], [-7.86971, 1.23792, 8.40998], [-10.13253, 0.91971, 9.05449], [-9.08729, -0.76203, 7.86636], [-7.46388, 0.32627, 11.00688], [-8.23067, 1.39685, 11.67317], [-6.13185, 0.52355, 10.51876], [-7.28038, -0.55319, 12.34512], [-10.23682, -6.32717, 3.52319], [-11.32001, -5.68076, 4.11352], [-12.73933, -5.36018, 3.32402], [-13.82072, -4.91236, 4.20675], [-12.95625, -6.74352, 2.46305], [-13.69613, -7.78715, 3.08772], [-12.25969, -4.35745, 2.13798], [-12.54741, -2.96332, 2.10467], [-10.57181, -6.91164, 2.66628], [-9.60843, -6.92149, 4.18651], [-9.50265, -5.69494, 3.02378], [-14.45581, -7.39416, 3.76339], [-13.01361, -8.35419, 3.72077], [-14.30748, -8.42140, 2.44580], [-11.72286, -2.36393, 1.71873], [-12.94142, -2.56700, 3.04051], [-13.40644, -2.87493, 1.43957], [-1.58595, -3.80309, 7.69140], [-1.06930, -4.96436, 7.10767], [-1.88029, -5.74732, 5.95711], [-3.25117, -6.16150, 6.26812], [-1.60504, -4.73704, 4.66065], [-2.62141, -4.15843, 3.97450], [-0.85936, -6.99175, 5.58117], [-0.86005, -7.63253, 4.30500], [-0.86698, -3.13233, 8.16179], [-2.44656, -3.96881, 8.33946], [-2.08179, -3.09335, 7.02919], [-2.69697, -4.69401, 3.02817], [-2.36302, -3.11494, 3.79440], [-3.57959, -4.16961, 4.49400], [-1.69841, -8.32819, 4.26885], [0.13461, -8.05674, 4.16796], [-1.08237, -7.04077, 3.41704]],
  "mulliken_charge": [0.994, 0.997, 0.998, -0.261, 1.075, -0.548, -0.576, -0.287, 1.080, -0.540, -0.587, -0.355, -0.328, 1.085, -0.501, -0.589, -0.275, 1.056, -0.587, -0.533, -0.320, -0.678, -0.263, 0.990, -0.682, -0.283, -0.744, -0.287, -0.638, 0.312, 0.264, 0.285, 0.316, 0.288, 0.283, 0.269, 0.291, 0.276, -0.702, -0.278, 1.016, -0.673, -0.263, -0.691, -0.356, -0.613, 0.310, 0.303, 0.272, 0.279, 0.245, 0.325, 0.290, 0.257, 0.279],
  "e_above_lowest_kj_mol": 553.7,
  "homo_ev": -9.52,
  "total_charge": 1,
  "gap_ev": 3.8,
  "max_force_ev_per_a": 10.9
}


7.
{
  "formula": "C6H18F6KO6P",
  "method": "ωB97M-V with the def2-TZVPD basis set",
  "elements": ["K", "P", "F", "F", "F", "F", "F", "F", "C", "C", "O", "O", "H", "H", "H", "H", "H", "H", "C", "C", "O", "O", "H", "H", "H", "H", "H", "H", "C", "C", "O", "O", "H", "H", "H", "H", "H", "H"],
  "xyz": [[-0.31470, -0.44029, 0.88500], [0.28483, 0.46355, -2.25166], [1.60145, 1.42235, -2.52957], [0.69491, -0.52203, -3.44392], [1.00931, -0.49227, -1.15371], [-1.04403, -0.37561, -1.88710], [-0.12678, 1.57099, -1.06508], [-0.61182, 1.39676, -3.30220], [-3.70470, 1.37475, 0.10037], [-4.23978, 1.17538, -1.34459], [-3.93714, 2.29822, -2.15545], [-3.36069, 0.24327, 0.89913], [-4.58186, 1.87687, 0.56222], [-2.80777, 2.06229, 0.00398], [-5.32973, 1.19202, -1.45369], [-3.74809, 0.25937, -1.78877], [-2.99225, 2.38225, -2.33113], [-4.03690, -0.43813, 0.78771], [1.28070, -3.26995, 0.37864], [1.79285, -3.69148, 1.72000], [1.35436, -2.73608, 2.70143], [-0.13693, -3.19161, 0.39979], [1.65864, -4.02087, -0.33254], [1.67815, -2.29387, 0.13538], [2.87069, -3.69475, 1.54937], [1.42539, -4.66523, 2.04995], [1.89444, -2.83222, 3.48409], [-0.35174, -3.01510, -0.54369], [2.32999, 2.54025, 0.84092], [2.95808, 1.33332, 1.60990], [2.59663, 0.09566, 0.92566], [0.95152, 2.83341, 1.09295], [2.46834, 2.38078, -0.23628], [2.80994, 3.50138, 1.12931], [2.49898, 1.23640, 2.57652], [4.05050, 1.41167, 1.66753], [2.61398, 0.21091, -0.02817], [0.50122, 2.41765, 0.34768]],
  "mulliken_charge": [0.937, 1.193, -0.391, -0.353, -0.381, -0.337, -0.460, -0.401, -0.216, -0.317, -0.531, -0.453, 0.295, 0.199, 0.295, 0.184, 0.305, 0.272, -0.085, -0.539, -0.457, -0.577, 0.368, 0.067, 0.349, 0.349, 0.262, 0.338, -0.319, -0.426, -0.428, -0.546, 0.253, 0.311, 0.288, 0.266, 0.244, 0.444],
  "homo_ev": -10.00,
  "gap_ev": 9.9,
  "max_force_ev_per_a": 3.7
}